1.
# C18H36ClN3O4RhSb2

A structure of composition C18H36ClN3O4RhSb2 (ωB97M-V/def2-TZVPD, the Open Molecules 2025 dataset).

Calculated values
Energy above the lowest of the compared OMol25 structures with the same formula, charge and spin   0.0 kJ/mol
HOMO-LUMO gap (alpha / beta)   8.215 / 6.197 eV
LUMO (alpha / beta)   -0.296 / -0.418 hartree
Highest occupied orbital energy (alpha / beta)   -16.265 / -17.585 eV
Expectation value of S²   6.028

ORCA input file:
```
! RIJCOSX wB97M-V def2-TZVPD def2/J DEFGRID3
* xyz 3 5
Rh -0.111 0.415 0.875
N -2.050 -1.198 4.827
C -1.971 -0.156 3.722
C -1.548 1.171 4.331
C -1.502 2.292 3.292
N -0.333 2.148 2.384
C -2.797 2.360 2.488
C -3.265 1.028 1.906
N -2.435 0.633 0.719
C -3.297 -0.062 2.984
H -1.113 -1.454 5.154
H -2.509 -2.057 4.513
H -2.574 -0.852 5.637
H -1.192 -0.540 3.069
H -0.584 1.081 4.840
H -2.282 1.470 5.087
H -1.394 3.227 3.846
H 0.530 2.080 2.922
H -0.253 3.011 1.851
H -2.714 3.111 1.697
H -3.587 2.723 3.150
H -4.289 1.155 1.553
H -2.536 1.375 0.027
H -2.860 -0.180 0.279
H -3.577 -1.026 2.550
H -4.094 0.216 3.681
C -1.270 -3.699 -1.414
Sb -0.275 -1.859 -1.046
C -1.117 -0.800 -2.703
C 1.711 -2.560 -1.867
C 1.888 -1.911 -3.132
C 1.432 -2.551 -4.322
C 1.552 -1.941 -5.530
C 2.128 -0.640 -5.607
C 2.587 0.007 -4.471
C 2.501 -0.595 -3.225
C 3.076 0.071 -2.038
Sb 1.747 1.377 -0.924
C 3.212 2.598 -0.021
C 1.067 2.650 -2.476
H -1.234 -3.889 -2.486
H -2.309 -3.613 -1.098
H -0.788 -4.504 -0.865
H -0.898 -1.294 -3.648
H -0.765 0.229 -2.738
H -2.201 -0.799 -2.571
H 1.527 -3.630 -1.938
H 2.398 -2.305 -1.067
H 1.009 -3.545 -4.247
H 1.228 -2.437 -6.435
H 2.231 -0.163 -6.573
H 3.064 0.974 -4.566
H 3.853 0.775 -2.340
H 3.484 -0.607 -1.292
H 3.947 2.853 -0.782
H 3.681 2.077 0.808
H 2.729 3.509 0.331
H 1.935 3.161 -2.892
H 0.385 3.392 -2.067
H 0.561 2.086 -3.258
O 2.603 -1.362 0.975
Cl 2.104 -0.900 2.243
O 2.086 0.574 2.233
O 2.816 -1.430 3.335
O 0.648 -1.270 2.332
*
```


2.
# C18H36F3IN3O10

A cluster of 4 separate species, C18H36F3IN3O10 in total (ωB97M-V/def2-TZVPD, the Open Molecules 2025 dataset).

Calculated values
HOMO-LUMO gap   8.704 eV
LUMO   -0.144 hartree
Highest occupied orbital energy   -12.611 eV

ORCA input file:
```
! RIJCOSX wB97M-V def2-TZVPD def2/J DEFGRID3
* xyz 1 1
C -1.306 -1.643 0.040
C -0.737 -0.235 0.055
C 0.160 0.030 -1.160
I 2.055 -0.962 -0.922
N 0.344 1.439 -1.469
C -0.149 1.939 -2.728
O -1.520 1.577 -2.802
C -2.313 2.566 -3.298
F -3.582 2.153 -3.261
F -1.978 2.889 -4.558
F -2.169 3.666 -2.536
C 0.963 2.286 -0.606
N 2.147 2.834 -0.949
N 0.471 2.503 0.611
H -2.222 -1.675 -0.530
H -0.581 -2.348 -0.340
H -1.522 -1.935 1.057
H -0.125 -0.093 0.937
H -1.504 0.528 0.075
H -0.310 -0.460 -1.994
H 0.365 1.476 -3.560
H -0.007 3.010 -2.765
H 2.275 2.902 -1.950
H 2.291 3.736 -0.514
H 0.939 3.191 1.183
H -0.536 2.514 0.690
C 3.005 -7.054 -3.204
C 2.156 -7.274 -1.971
O 1.308 -6.142 -1.707
C 0.196 -6.088 -2.432
O -0.164 -6.884 -3.251
O -0.466 -4.980 -2.083
C -1.676 -4.770 -2.816
H 3.566 -6.123 -3.120
H 3.707 -7.877 -3.333
H 2.385 -6.989 -4.098
H 2.786 -7.375 -1.090
H 1.555 -8.177 -2.056
H -2.317 -5.646 -2.772
H -1.453 -4.522 -3.852
H -2.181 -3.931 -2.343
C 0.373 -5.241 2.550
C 0.899 -3.830 2.406
O 0.316 -2.943 3.373
C 0.863 -2.990 4.588
O 1.792 -3.672 4.918
O 0.206 -2.135 5.367
C 0.662 -2.108 6.725
H -0.717 -5.246 2.520
H 0.750 -5.870 1.744
H 0.681 -5.675 3.500
H 0.619 -3.424 1.434
H 1.986 -3.800 2.474
H 1.736 -1.944 6.771
H 0.404 -3.038 7.226
H 0.147 -1.283 7.206
C -1.760 6.349 -1.201
C -1.053 7.686 -1.243
O -1.367 8.474 -0.092
C -0.695 8.146 1.007
O 0.127 7.266 1.095
O -1.080 8.950 1.983
C -0.465 8.699 3.251
H -2.834 6.488 -1.076
H -1.581 5.802 -2.119
H -1.405 5.751 -0.359
H -1.382 8.265 -2.102
H 0.026 7.562 -1.322
H 0.618 8.688 3.163
H -0.820 7.755 3.661
H -0.766 9.511 3.904
*
```


3.
# C18H36N8PdSb

A structure of composition C18H36N8PdSb (ωB97M-V/def2-TZVPD, the Open Molecules 2025 dataset).

Calculated values
Energy above the lowest of the compared OMol25 structures with the same formula, charge and spin   0.0 kJ/mol
HOMO-LUMO gap   7.627 eV
LUMO   -0.085 hartree
Highest occupied orbital energy   -9.927 eV

ORCA input file:
```
! RIJCOSX wB97M-V def2-TZVPD def2/J DEFGRID3
* xyz 1 1
Pd 0.376 -0.037 -0.692
N -5.538 -0.748 2.015
C -4.716 0.313 1.982
N -3.843 0.185 0.983
C -4.251 -0.957 0.372
N -5.318 -1.559 0.945
C -3.462 -1.623 -0.735
C -3.269 -3.026 -0.812
N -2.618 -3.629 -1.769
C -2.145 -2.811 -2.697
C -2.255 -1.410 -2.617
N -2.945 -0.828 -1.669
H -6.372 -0.820 2.585
H -4.787 1.157 2.584
H -3.673 -3.635 0.000
H -1.716 -3.182 -3.635
H -1.774 -0.703 -3.296
N 0.968 1.848 1.657
C 1.131 3.165 0.940
C 0.861 3.061 -0.556
C -0.549 2.934 -1.006
N -1.170 1.616 -0.731
C -1.318 4.151 -0.450
C -1.217 4.238 1.091
N -1.943 3.104 1.777
C 0.334 4.214 1.608
H 1.639 1.699 2.416
H 0.999 0.970 1.044
H -0.010 1.798 2.054
H 2.215 3.268 1.024
H 1.524 2.244 -0.986
H 1.182 4.001 -0.971
H -0.608 2.934 -2.124
H -1.880 1.437 -1.405
H -1.629 1.548 0.156
H -2.372 4.075 -0.720
H -0.976 5.078 -0.927
H -1.710 5.158 1.299
H -2.745 2.801 1.229
H -2.348 3.519 2.611
H 0.449 4.027 2.689
H 0.810 5.173 1.476
C 4.269 0.121 0.284
C 4.084 -1.380 0.170
Sb 2.046 -1.851 -0.265
C 2.335 -3.219 -1.825
C 2.930 -2.792 -3.174
C 1.673 -3.217 1.350
C 2.657 -4.366 1.433
H 5.287 0.398 0.674
H 3.537 0.664 0.912
H 4.127 0.576 -0.706
H 4.308 -1.925 1.066
H 4.610 -1.888 -0.658
H 1.377 -3.768 -1.892
H 2.921 -3.985 -1.322
H 2.470 -1.874 -3.618
H 2.951 -3.612 -3.898
H 4.039 -2.549 -3.024
H 0.686 -3.499 1.111
H 1.675 -2.576 2.238
H 2.498 -4.976 0.571
H 2.471 -4.942 2.298
H 3.721 -4.090 1.536
*
```


4.
# C18H36O14SSi2

A structure of composition C18H36O14SSi2 (ωB97M-V/def2-TZVPD, the Open Molecules 2025 dataset).

Calculated values
HOMO-LUMO gap   10.005 eV
LUMO   0.017 hartree
Highest occupied orbital energy   -9.529 eV

ORCA input file:
```
! RIJCOSX wB97M-V def2-TZVPD def2/J DEFGRID3
* xyz 0 1
O 3.585 -4.487 0.081
S 2.557 -3.603 -0.319
O 2.970 -2.472 -1.073
O 1.833 -3.140 1.019
C 1.373 -4.564 -1.237
C 0.022 -3.844 -1.399
C 0.038 -2.908 -2.620
Si -0.819 -1.247 -2.283
C 0.222 0.236 -2.748
C 1.416 0.557 -1.838
C 1.093 0.512 -0.366
O 2.088 1.242 0.334
O -1.412 -1.192 -0.715
Si -3.037 -1.349 -0.365
H 0.941 -2.791 0.836
H 1.789 -4.700 -2.225
H 1.279 -5.522 -0.744
H -0.228 -3.317 -0.483
H -0.716 -4.630 -1.507
H 1.052 -2.678 -2.934
H -0.452 -3.422 -3.444
H -2.001 -1.229 -3.182
H 0.622 0.002 -3.734
H -0.425 1.094 -2.891
H 1.725 1.579 -2.047
H 2.287 -0.048 -2.053
H 1.094 -0.521 -0.018
H 0.110 0.945 -0.178
H 1.997 1.027 1.277
H -3.455 -0.075 0.255
H -3.838 -1.677 -1.556
H -3.164 -2.391 0.677
C 0.667 3.986 2.940
C -0.218 2.911 2.360
C -1.497 2.662 3.127
O -1.760 1.279 2.846
C -0.568 0.685 2.598
O -0.397 -0.487 2.527
O 0.407 1.612 2.437
H 0.096 4.893 3.137
H 1.125 3.639 3.869
H 1.473 4.240 2.247
H -0.426 3.119 1.307
H -2.323 3.283 2.790
H -1.370 2.780 4.206
C 5.258 7.584 4.355
C 4.150 7.690 3.334
C 2.757 7.527 3.898
O 2.039 6.989 2.778
C 2.933 6.321 2.007
O 2.645 5.588 1.118
O 4.200 6.603 2.392
H 5.057 8.227 5.212
H 5.368 6.555 4.696
H 6.210 7.883 3.920
H 4.237 8.623 2.773
H 2.314 8.465 4.221
H 2.716 6.805 4.718
C -4.601 -7.187 -2.574
C -4.144 -5.786 -2.902
C -5.102 -4.996 -3.765
O -4.219 -4.103 -4.457
C -3.011 -4.709 -4.539
O -2.112 -4.340 -5.219
O -2.965 -5.799 -3.730
H -5.624 -7.181 -2.197
H -4.547 -7.824 -3.457
H -3.960 -7.633 -1.815
H -3.903 -5.239 -1.986
H -5.834 -4.436 -3.188
H -5.618 -5.617 -4.501
*
```


5.
# C18H36O18

A cluster of 6 separate species, C18H36O18 in total (ωB97M-V/def2-TZVPD, the Open Molecules 2025 dataset).

Calculated values
Energy above the lowest of the compared OMol25 structures with the same formula, charge and spin   33.3 kJ/mol
SMILES   COC(=O)OC.COC(=O)OC.COC(=O)OC.COC(=O)OC.COC(=O)OC.COC(=O)OC
HOMO-LUMO gap   11.296 eV
LUMO   0.020 hartree
Highest occupied orbital energy   -10.750 eV

ORCA input file:
```
! RIJCOSX wB97M-V def2-TZVPD def2/J DEFGRID3
* xyz 0 1
C 13.848 -20.184 -1.574
O 13.859 -19.636 -0.237
C 12.687 -19.198 0.218
O 11.705 -18.971 -0.444
O 12.799 -18.995 1.524
C 11.715 -18.274 2.113
H 14.825 -19.948 -1.979
H 13.035 -19.754 -2.148
H 13.742 -21.261 -1.475
H 11.771 -17.238 1.791
H 11.794 -18.361 3.193
H 10.763 -18.740 1.852
C 15.478 -29.626 0.228
O 14.466 -28.697 -0.173
C 13.748 -28.195 0.823
O 13.941 -28.417 1.994
O 12.745 -27.518 0.288
C 11.799 -26.819 1.103
H 16.131 -29.780 -0.626
H 15.006 -30.571 0.494
H 16.067 -29.237 1.054
H 11.078 -26.457 0.373
H 12.260 -26.006 1.658
H 11.244 -27.485 1.767
C 14.087 -25.382 4.512
O 13.095 -24.507 5.026
C 12.612 -23.579 4.209
O 12.819 -23.465 3.029
O 11.848 -22.771 4.927
C 11.308 -21.678 4.219
H 14.716 -25.622 5.370
H 14.673 -25.092 3.648
H 13.643 -26.356 4.268
H 12.115 -21.084 3.791
H 10.823 -21.015 4.941
H 10.531 -21.912 3.495
C 16.963 -22.173 -3.399
O 15.940 -22.506 -2.476
C 16.337 -22.867 -1.260
O 17.481 -22.972 -0.890
O 15.261 -23.158 -0.541
C 15.509 -23.667 0.759
H 17.266 -21.133 -3.253
H 16.503 -22.209 -4.383
H 17.800 -22.855 -3.304
H 15.965 -24.672 0.695
H 14.540 -23.821 1.217
H 16.272 -23.122 1.313
C 16.501 -30.197 8.384
O 15.862 -30.650 7.195
C 14.880 -29.875 6.741
O 14.447 -28.902 7.296
O 14.454 -30.356 5.587
C 13.396 -29.629 4.927
H 17.366 -30.840 8.519
H 15.852 -30.287 9.255
H 16.831 -29.162 8.303
H 12.866 -30.351 4.320
H 13.863 -28.839 4.349
H 12.734 -29.206 5.682
C 9.368 -21.546 -0.429
O 9.273 -21.562 0.982
C 8.085 -21.239 1.490
O 7.061 -21.123 0.883
O 8.240 -21.080 2.805
C 7.097 -20.736 3.574
H 10.399 -21.761 -0.694
H 9.115 -20.577 -0.861
H 8.718 -22.303 -0.869
H 7.241 -21.158 4.563
H 6.179 -21.149 3.150
H 6.939 -19.658 3.608
*
```


6.
# C18H36O36S9

A cluster of 9 separate species, C18H36O36S9 in total (ωB97M-V/def2-TZVPD, the Open Molecules 2025 dataset).

Calculated values
Energy above the lowest of the compared OMol25 structures with the same formula, charge and spin   271.0 kJ/mol
SMILES   O=S1(=O)OCCO1.O=S1(=O)OCCO1.O=S1(=O)OCCO1.O=S1(=O)OCCO1.O=S1(=O)OCCO1.O=S1(=O)OCCO1.O=S1(=O)OCCO1.O=S1(=O)OCCO1.O=S1(=O)OCCO1
HOMO-LUMO gap   10.477 eV
LUMO   -0.003 hartree
Highest occupied orbital energy   -10.555 eV

ORCA input file:
```
! RIJCOSX wB97M-V def2-TZVPD def2/J DEFGRID3
* xyz 0 1
C 13.164 -9.061 -1.770
C 13.015 -10.074 -0.627
O 11.665 -9.944 -0.230
S 10.682 -9.520 -1.446
O 9.566 -8.780 -0.930
O 10.452 -10.731 -2.190
O 11.870 -8.684 -2.198
H 13.720 -9.397 -2.645
H 13.695 -8.188 -1.386
H 13.696 -9.783 0.171
H 13.268 -11.097 -0.905
C 12.625 -0.510 4.653
C 11.404 0.056 3.950
O 11.906 1.290 3.397
S 13.105 1.901 4.342
O 12.644 2.468 5.577
O 14.073 2.564 3.505
O 13.680 0.430 4.659
H 12.910 -1.506 4.333
H 12.400 -0.559 5.726
H 10.566 0.290 4.607
H 11.022 -0.625 3.192
C 19.571 -1.774 -1.318
C 19.540 -1.707 -2.830
O 18.358 -2.393 -3.241
S 17.290 -2.585 -2.032
O 17.106 -3.932 -1.583
O 16.129 -1.775 -2.303
O 18.210 -1.828 -0.920
H 20.152 -0.937 -0.943
H 20.028 -2.713 -0.994
H 20.383 -2.112 -3.382
H 19.367 -0.658 -3.089
C 9.445 -7.685 2.248
C 10.255 -6.676 2.987
O 9.467 -6.323 4.101
S 8.580 -7.675 4.602
O 7.188 -7.399 4.499
O 9.171 -8.152 5.819
O 9.059 -8.544 3.335
H 9.915 -8.312 1.500
H 8.539 -7.239 1.827
H 10.509 -5.833 2.344
H 11.160 -7.110 3.426
C 18.265 -9.625 2.663
C 17.260 -10.694 2.210
O 16.842 -10.400 0.870
S 17.127 -8.811 0.569
O 15.928 -8.153 1.056
O 17.532 -8.477 -0.777
O 18.398 -8.727 1.552
H 19.202 -10.038 3.020
H 17.834 -8.938 3.395
H 16.389 -10.778 2.858
H 17.716 -11.683 2.258
C 14.645 -0.089 0.098
C 13.759 1.116 0.288
O 12.790 0.884 -0.702
S 12.196 -0.615 -0.574
O 11.665 -1.087 -1.826
O 11.307 -0.682 0.550
O 13.750 -1.147 -0.255
H 15.214 -0.343 0.990
H 15.310 0.076 -0.752
H 14.106 2.121 0.055
H 13.372 1.114 1.307
C 12.841 -7.027 -5.542
C 12.253 -5.647 -5.818
O 12.888 -4.759 -4.882
S 14.411 -5.337 -4.567
O 14.737 -5.267 -3.152
O 15.273 -4.847 -5.593
O 14.093 -6.882 -4.939
H 12.925 -7.515 -6.518
H 12.093 -7.641 -5.038
H 11.175 -5.587 -5.682
H 12.496 -5.183 -6.778
C 10.204 -4.091 6.243
C 10.126 -4.903 7.506
O 10.474 -4.040 8.611
S 11.404 -2.775 8.101
O 12.786 -2.885 8.489
O 10.732 -1.542 8.409
O 11.237 -3.147 6.517
H 9.339 -3.516 5.906
H 10.580 -4.640 5.384
H 10.889 -5.686 7.495
H 9.214 -5.443 7.748
C 14.458 -5.457 0.536
C 13.965 -4.102 0.000
O 13.086 -3.707 1.040
S 13.701 -3.935 2.496
O 12.769 -4.427 3.499
O 14.385 -2.729 2.869
O 14.693 -5.142 1.924
H 15.453 -5.563 0.108
H 13.812 -6.329 0.594
H 13.361 -4.263 -0.893
H 14.731 -3.378 -0.263
*
```


F_max values, unit eV/A, following the record order: 0.5 1.8 2.6 1.3 2.0 3.1.
E values, unit hartree, following the record order: -2222.6526 -2221.2492 -1513.3846 -2738.1116 -2061.8046 -6999.4967.